{
  "formula": "C50H59N15O2Ta",
  "method": "ωB97M-V/def2-TZVPD",
  "species": ["Ta", "C", "C", "C", "C", "C", "N", "C", "C", "C", "C", "C", "C", "C", "N", "C", "C", "C", "N", "C", "C", "N", "C", "C", "C", "N", "H", "H", "H", "H", "H", "H", "H", "H", "H", "H", "H", "H", "H", "H", "H", "H", "H", "H", "C", "C", "C", "C", "C", "C", "C", "N", "C", "C", "C", "C", "C", "C", "O", "C", "C", "C", "C", "C", "C", "C", "C", "C", "O", "C", "C", "C", "C", "C", "C", "H", "H", "H", "H", "H", "H", "H", "H", "H", "H", "H", "H", "H", "H", "H", "H", "H", "H", "H", "H", "H", "H", "H", "H", "H", "H", "H", "H", "H", "H", "H", "H", "H", "H", "H", "H", "H", "H", "H", "H", "N", "C", "N", "N", "N", "N", "C", "N", "N", "N", "N", "H"],
  "xyz": [[-0.144, 0.700, -0.029], [-4.050, 5.659, 2.361], [-3.357, 4.649, 1.465], [-2.993, 5.236, 0.101], [-2.267, 4.620, -0.832], [-1.679, 3.282, -0.656], [-1.627, 2.316, -1.465], [-2.272, 2.398, -2.736], [-3.664, 2.374, -2.716], [-4.404, 2.346, -3.879], [-3.756, 2.340, -5.111], [-4.535, 2.285, -6.394], [-2.371, 2.374, -5.128], [-1.604, 2.407, -3.965], [-0.204, 2.521, -4.078], [0.520, 2.709, -5.217], [1.828, 2.835, -4.849], [1.817, 2.716, -3.446], [0.595, 2.531, -2.985], [-3.276, 2.349, 1.228], [-4.128, 3.363, 1.195], [-3.442, 0.995, 0.897], [-4.580, 0.267, 0.957], [-4.302, -0.986, 0.478], [-2.945, -0.945, 0.138], [-2.425, 0.249, 0.394], [-3.311, 6.344, 2.775], [-4.549, 5.155, 3.186], [-4.785, 6.237, 1.800], [-3.398, 6.215, -0.128], [-2.105, 5.077, -1.800], [-4.159, 2.351, -1.751], [-5.485, 2.317, -3.832], [-5.467, 2.843, -6.311], [-4.790, 1.253, -6.643], [-3.964, 2.696, -7.225], [-1.877, 2.380, -6.090], [0.068, 2.744, -6.192], [2.675, 3.002, -5.492], [2.655, 2.749, -2.769], [-5.177, 3.339, 0.939], [-5.484, 0.697, 1.355], [-4.977, -1.818, 0.393], [-2.320, -1.722, -0.276], [1.249, -4.803, 4.200], [1.985, -3.571, 4.746], [3.490, -3.717, 4.476], [1.766, -3.515, 6.258], [1.469, -2.318, 4.038], [1.537, -2.262, 2.649], [1.091, -1.128, 1.987], [0.971, -0.886, 0.609], [1.501, -1.730, -0.382], [2.578, -2.596, -0.326], [2.921, -3.334, -1.457], [2.156, -3.188, -2.613], [1.101, -2.277, -2.728], [0.854, -1.523, -1.596], [-0.012, -0.454, -1.527], [0.276, -2.118, -4.003], [0.538, -0.737, -4.618], [-1.218, -2.255, -3.666], [0.621, -3.186, -5.041], [4.114, -4.287, -1.376], [3.801, -5.397, -0.364], [5.354, -3.509, -0.911], [4.431, -4.933, -2.725], [0.467, -0.114, 2.711], [-0.112, 0.800, 1.889], [0.416, -0.100, 4.100], [0.944, -1.228, 4.729], [-0.234, 1.038, 4.883], [0.358, 2.387, 4.449], [-1.749, 1.004, 4.624], [-0.004, 0.902, 6.389], [1.568, -5.698, 4.739], [1.455, -4.964, 3.141], [0.170, -4.697, 4.323], [3.879, -4.605, 4.979], [4.037, -2.847, 4.844], [3.697, -3.819, 3.409], [2.121, -4.443, 6.708], [0.709, -3.407, 6.509], [2.318, -2.694, 6.719], [1.939, -3.095, 2.095], [3.163, -2.677, 0.577], [2.402, -3.790, -3.473], [0.330, 0.059, -3.901], [-0.101, -0.592, -5.494], [1.578, -0.645, -4.936], [-1.561, -1.438, -3.029], [-1.416, -3.201, -3.158], [-1.808, -2.235, -4.585], [1.651, -3.097, -5.391], [-0.031, -3.063, -5.908], [0.472, -4.195, -4.652], [3.588, -4.986, 0.625], [4.654, -6.072, -0.268], [2.936, -5.982, -0.682], [5.253, -3.157, 0.116], [5.534, -2.642, -1.549], [6.234, -4.153, -0.953], [3.606, -5.552, -3.084], [5.303, -5.580, -2.618], [4.662, -4.185, -3.486], [0.921, -1.262, 5.806], [0.329, 2.512, 3.371], [1.397, 2.466, 4.774], [-0.206, 3.207, 4.899], [-1.964, 1.064, 3.558], [-2.235, 1.848, 5.120], [-2.178, 0.080, 5.017], [1.058, 0.827, 6.629], [-0.519, 0.036, 6.808], [-0.396, 1.790, 6.888], [0.926, 4.264, 0.654], [1.806, 3.288, 0.190], [3.074, 3.541, 0.006], [3.596, 2.371, -0.434], [2.699, 1.471, -0.513], [1.507, 2.020, -0.120], [-0.301, 4.012, 1.162], [-0.953, 4.707, 2.004], [-2.190, 4.068, 2.213], [-1.998, 2.730, 1.694], [-1.043, 2.898, 0.602], [1.379, 5.106, 0.982]],
  "lowdin_charge": [1.8806, -0.0085, -0.4218, 0.0351, 0.0246, -0.2793, 0.1143, -0.1803, -0.0129, -0.0270, -0.2548, -0.0345, 0.0357, -0.1020, -0.0908, -0.0577, -0.0326, -0.1242, 0.0783, -0.2160, 0.0993, -0.0313, -0.0114, -0.0068, -0.0824, -0.0105, 0.0954, 0.0923, 0.0899, 0.1276, 0.1354, 0.1111, 0.1205, 0.0845, 0.0923, 0.0825, 0.1112, 0.1178, 0.1053, 0.0850, 0.1401, 0.1409, 0.1142, 0.1250, -0.0433, -0.5546, -0.0375, -0.0633, -0.1486, 0.0404, -0.1655, -0.0343, -0.1867, 0.0401, -0.1443, 0.0441, -0.0854, -0.2316, -0.2602, -0.5271, -0.0332, -0.0392, -0.0587, -0.5541, -0.0382, -0.0409, -0.0633, -0.2255, -0.2575, -0.0813, 0.0405, -0.5250, -0.0331, -0.0335, -0.0604, 0.0878, 0.0737, 0.0920, 0.0891, 0.0936, 0.0707, 0.0880, 0.0901, 0.0885, 0.0940, 0.1072, 0.0894, 0.0544, 0.0902, 0.0979, 0.0616, 0.0938, 0.0862, 0.0886, 0.0882, 0.0935, 0.0683, 0.0898, 0.0918, 0.0771, 0.0955, 0.0877, 0.0864, 0.0881, 0.0921, 0.0890, 0.0463, 0.0963, 0.0892, 0.0497, 0.0891, 0.0910, 0.0931, 0.0872, 0.0907, 0.2057, -0.4342, 0.0771, -0.0364, -0.0238, -0.1173, -0.3494, 0.1952, 0.0001, 0.0303, -0.0252, 0.1680],
  "e_tot_ha": -2969.3812,
  "homo_ev": -9.8,
  "total_charge": 1,
  "e_above_lowest_kcal_mol": 39.5,
  "gap_ev": 6.3,
  "largest_force_ev_per_a": 1.5
}